[1]
Formula: C33H51HgN4O2S2
Source: the OMol25 dataset
Level of theory: the ωB97M-V functional and the def2-TZVPD basis

XYZ file:
```
93
C33H51HgN4O2S2 | the OMol25 dataset | the ωB97M-V functional and the def2-TZVPD basis
Hg -0.555 -0.268 -0.484
O -1.969 -0.551 4.046
C -1.636 -0.915 2.901
O -0.981 -0.222 2.067
C -1.965 -2.354 2.505
C -1.848 -3.302 3.521
C -2.076 -4.651 3.302
C -2.437 -5.069 2.025
C -2.569 -4.141 1.008
C -2.354 -2.768 1.215
S -2.735 -1.684 -0.124
H -1.576 -2.937 4.504
H -1.965 -5.365 4.110
H -2.607 -6.121 1.818
H -2.853 -4.459 0.013
C 1.058 0.130 -5.966
C -0.216 -0.158 -5.165
C -1.346 -0.608 -6.101
C -0.647 1.088 -4.386
C 0.053 -1.256 -4.218
N 0.216 -2.090 -3.446
H 0.868 0.945 -6.667
H 1.375 -0.750 -6.529
H 1.869 0.425 -5.299
H -1.566 0.191 -6.812
H -2.249 -0.828 -5.531
H -1.062 -1.503 -6.656
H -0.879 1.886 -5.096
H 0.145 1.426 -3.722
H -1.527 0.885 -3.776
C 5.970 -3.157 0.824
C 4.480 -2.914 0.749
C 3.596 -3.938 1.045
C 2.222 -3.665 0.996
C 1.221 -4.741 1.326
C 1.777 -2.413 0.650
C 2.637 -1.316 0.309
C 4.030 -1.649 0.394
N 2.047 -0.149 0.012
C 2.664 1.074 -0.491
C 2.281 1.235 -1.974
C 2.043 2.236 0.294
C 4.191 1.260 -0.412
H 6.185 -4.204 1.049
H 6.432 -2.545 1.604
H 6.463 -2.906 -0.119
H 3.956 -4.926 1.315
H 1.721 -5.687 1.549
H 0.529 -4.905 0.498
H 0.612 -4.463 2.188
H 0.706 -2.231 0.636
H 4.790 -0.913 0.211
H 1.196 1.162 -2.049
H 2.720 0.425 -2.563
H 2.611 2.200 -2.380
H 0.957 2.198 0.231
H 2.384 3.203 -0.098
H 2.328 2.165 1.348
H 4.725 0.548 -1.039
H 4.553 1.173 0.615
H 4.430 2.265 -0.772
C 0.886 6.302 0.217
C 1.601 6.479 1.553
C 1.521 5.272 2.493
C 0.242 5.173 3.332
N -0.945 4.693 2.628
C -0.987 3.453 2.001
S -1.565 3.375 0.416
N -0.630 2.369 2.672
C -0.333 2.238 4.091
C 1.164 2.270 4.477
C 1.760 0.890 4.768
C 1.997 0.050 3.519
H 1.090 7.145 -0.448
H -0.194 6.210 0.323
H 1.214 5.386 -0.277
H 1.208 7.363 2.073
H 2.656 6.693 1.357
H 2.366 5.304 3.188
H 1.635 4.349 1.915
H -0.014 6.162 3.727
H 0.428 4.541 4.194
H -1.305 5.366 1.969
H -0.764 1.452 2.220
H -0.747 1.260 4.361
H -0.903 2.991 4.639
H 1.282 2.902 5.366
H 1.742 2.743 3.676
H 1.083 0.359 5.446
H 2.704 1.021 5.310
H 1.082 -0.101 2.944
H 2.392 -0.936 3.771
H 2.717 0.530 2.849
```

The value obtained for the highest occupied orbital energy (spin up / spin down) is -0.157 / -0.766 eV. The expectation value of S² is 0.758. As for the maximum force: 0.0118 Eh/bohr. Its frontier orbital gap (spin up / spin down) is 4.29 / 4.89 eV. The spin multiplicity is 2. The charge is -2. Its energy above the lowest of the compared OMol25 structures with the same formula, charge and spin is 44.38 kcal per mole.

=====

[2]
Formula: C6H7N3S
Source: the OMol25 dataset
Level of theory: the ωB97M-V functional and the def2-TZVPD basis

XYZ file:
```
17
C6H7N3S | the OMol25 dataset | the ωB97M-V functional and the def2-TZVPD basis
C -1.704 1.347 0.552
C 2.225 1.961 -0.332
C 2.940 0.840 -0.048
C 0.538 0.592 0.313
C -1.216 -0.947 1.402
C -0.724 0.263 0.610
N -2.538 2.118 0.582
N 0.947 1.777 -0.164
N -1.207 -0.595 -1.716
S 1.958 -0.475 0.515
H 2.597 2.987 -0.600
H 4.089 0.784 -0.053
H -2.296 -0.770 1.409
H -0.805 -0.856 2.322
H -1.093 -1.829 0.809
H -2.252 -0.692 -1.668
H -0.967 0.298 -2.175
```

The value obtained for the highest occupied orbital energy (spin up / spin down) is -7.750 / -9.962 eV. The expectation value of S² is 2.042. As for the maximum force: 0.0917 Eh/bohr. Its frontier orbital gap (spin up / spin down) is 8.34 / 7.87 eV. The spin multiplicity is 3. Its energy above the lowest of the compared OMol25 structures with the same formula, charge and spin is 0.00 kcal per mole.

=====

[3]
Formula: C9H18NP
Source: the OMol25 dataset
Level of theory: the ωB97M-V functional and the def2-TZVPD basis

XYZ file:
```
29
C9H18NP | the OMol25 dataset | the ωB97M-V functional and the def2-TZVPD basis
C -1.432 3.061 0.746
C -1.337 1.874 0.669
C 2.490 1.298 -1.652
C 1.627 -1.552 1.957
C -3.376 -0.483 -0.542
C -1.432 -2.040 -0.617
C 1.231 1.153 -0.777
C 2.047 -0.266 1.283
C -1.851 -0.562 -0.545
N 1.097 0.075 0.290
P -1.183 0.183 1.080
H -1.340 4.102 0.829
H 2.549 0.318 -2.141
H 2.340 2.199 -2.439
H 3.489 1.478 -1.050
H 1.541 -2.258 1.247
H 2.354 -1.816 2.594
H 0.671 -1.339 2.613
H -3.794 0.446 -0.801
H -3.675 -1.135 -1.246
H -3.917 -0.702 0.497
H -1.318 -2.584 0.280
H -0.361 -2.241 -0.972
H -2.002 -2.750 -1.275
H 1.160 2.086 -0.200
H 0.433 1.077 -1.415
H 2.154 0.694 1.880
H 3.114 -0.397 0.906
H -1.279 0.081 -1.199
```

The value obtained for the highest occupied orbital energy (spin up / spin down) is -7.413 / -7.416 eV. As for the maximum force: 0.1138 Eh/bohr. Its frontier orbital gap (spin up / spin down) is 7.20 / 7.20 eV. The spin multiplicity is 1. Its energy above the lowest of the compared OMol25 structures with the same formula, charge and spin is 106.56 kcal per mole.

=====

[4]
Formula: C3H13N2O2S
Source: the OMol25 dataset
Level of theory: the ωB97M-V functional and the def2-TZVPD basis

XYZ file:
```
21
C3H13N2O2S | the OMol25 dataset | the ωB97M-V functional and the def2-TZVPD basis
C -0.933 0.814 0.318
C -0.187 2.095 0.666
S -0.304 3.291 -0.611
N -0.782 -0.015 1.427
C -0.744 -2.229 -1.285
N -1.761 -2.556 -0.280
H -0.646 0.409 -0.598
H -2.011 1.157 0.134
H -0.503 2.524 1.692
H 0.844 1.753 1.065
H -1.152 -0.971 1.214
H -1.206 -1.604 -2.008
H -0.529 -3.047 -1.937
H 0.277 -1.995 -0.789
H -1.295 -3.064 0.457
H 2.973 0.046 1.500
H 0.259 -0.126 1.636
O 2.243 0.329 0.921
H 1.310 1.631 -1.416
H 2.165 0.648 -0.560
O 1.982 0.913 -1.547
```

The value obtained for the highest occupied orbital energy is -3.501 eV. As for the maximum force: 0.0604 Eh/bohr. Its frontier orbital gap is 2.81 eV. The spin multiplicity is 1. The charge is -1. Its energy above the lowest of the compared OMol25 structures with the same formula, charge and spin is 183.83 kcal per mole.

=====

no.,E_tot (hartree)
1,-2607.4126
2,-795.1284
3,-749.5944
4,-780.0557